Entry 1:
14
Properties=species:S:1:pos:R:3 method="wB97M-V/def2-TZVPD" energy_ha=-212.5016 largest_force_ev_per_a=0.39 homo_ev=-8.89 gap_ev=10.1 smiles=C[C@H]1CN1C e_above_lowest_ev=1.350
N 0.47 -0.47 -0.26
C 1.77 0.11 -0.46
C -1.74 0.57 -0.48
C -0.59 0.19 0.44
C -0.02 -1.13 0.91
H -2.69 0.82 0.01
H 1.74 0.60 -1.44
H -0.50 -2.09 0.77
H 2.06 0.86 0.30
H -1.90 -0.20 -1.24
H 2.52 -0.68 -0.50
H -1.40 1.47 -1.02
H 0.59 -1.09 1.82
H -0.34 0.99 1.14


Entry 2:
14
Properties=species:S:1:pos:R:3 method="wB97M-V/def2-TZVPD" energy_ha=-212.4373 largest_force_ev_per_a=3.88 homo_ev=-7.94 gap_ev=8.9 e_above_lowest_ev=3.099
N -0.82 0.93 1.09
C 1.90 0.23 -0.03
C -1.82 -0.52 -0.60
C -0.53 -0.10 0.12
C 0.65 -0.60 -0.30
H 0.00 1.05 1.68
H 2.67 0.28 -0.80
H 1.57 1.21 0.29
H -2.64 -0.19 0.03
H 2.41 -0.24 0.83
H -1.83 -1.61 -0.58
H -0.55 1.33 0.10
H 0.82 -1.67 -0.21
H -1.83 -0.09 -1.59


Entry 3:
14
Properties=species:S:1:pos:R:3 method="wB97M-V/def2-TZVPD" energy_ha=-212.5058 largest_force_ev_per_a=0.42 homo_ev=-8.76 gap_ev=10.0 smiles=C[C@H]1CN1C e_above_lowest_ev=1.234
N 0.51 -0.27 -0.28
C -0.06 -0.93 0.85
C -1.82 0.49 -0.47
C 1.91 0.05 -0.41
C -0.58 0.39 0.39
H -0.40 1.22 1.08
H -0.59 -1.87 0.64
H -1.75 1.36 -1.14
H 2.44 0.37 0.50
H -1.84 -0.41 -1.10
H 0.49 -0.93 1.80
H 2.40 -0.87 -0.78
H 2.05 0.80 -1.19
H -2.76 0.55 0.09


Entry 4:
14
Properties=species:S:1:pos:R:3 method="wB97M-V/def2-TZVPD" energy_ha=-212.4913 largest_force_ev_per_a=4.31 homo_ev=-8.51 gap_ev=9.7 smiles=CC1(N)CC1 e_above_lowest_ev=1.629
N 0.16 1.55 -0.15
C -0.89 -0.68 -0.72
C 1.53 -0.59 0.05
C -1.03 -0.47 0.79
C 0.13 0.16 -0.01
H -0.72 1.82 -0.68
H -0.71 -1.21 1.55
H -0.59 -1.61 -1.09
H 0.26 2.25 0.72
H -1.65 0.32 1.14
H 1.28 -1.71 0.09
H 2.15 -0.31 0.87
H 2.19 -0.54 -0.86
H -1.84 -0.31 -1.27